Record 1
C5H8O2 | ωB97M-V/def2-TZVPD

Output
- Charge: 0
- Gap between HOMO and LUMO: 9.1237 eV
- Energy relative to the best compared isomer or geometry (same formula, charge and spin): 4.832 eV
- E_HOMO: -8.65 eV

Each line ends with the Löwdin charge.
Geometry (Å):
C -0.569 1.886 -0.282  -0.0016
C -0.167 0.447 -0.117  -0.4487
C -0.876 -0.732 -0.640  -0.0484
C -0.804 -0.599 0.736  -0.0685
O 1.296 0.358 0.044  -0.0136
C 1.585 -0.918 0.378  -0.3374
O 1.474 -1.808 -0.593  0.0166
H -0.206 2.278 -1.238  0.0874
H -0.156 2.504 0.523  0.0857
H -1.660 1.969 -0.274  0.0887
H -1.671 -0.915 -1.353  0.1135
H 0.488 -1.644 -0.944  0.0977
H -1.534 -0.637 1.542  0.1258
H 0.388 -1.111 1.143  0.1473
H 2.410 -1.078 1.075  0.1555

Forces on the atoms, in the same order (eV/Å):
-0.004 -0.028 -0.005
-0.091 0.076 -0.016
-0.140 0.161 0.115
-0.152 0.094 -0.219
-0.034 -0.048 -0.084
-0.156 -0.052 0.251
-0.313 0.145 -0.034
-0.045 -0.081 0.154
-0.046 -0.123 -0.123
0.191 -0.025 0.008
0.210 -0.005 0.139
0.297 -0.043 0.129
0.230 -0.060 -0.121
0.331 -0.060 -0.059
-0.279 0.049 -0.134



Record 2
C9H12MoNO2 | ωB97M-V/def2-TZVPD

Output
- 2S+1: 3
- Charge: +3
- Gap between HOMO and LUMO (spin up / spin down): 7.5892 / 7.1882 eV
- Energy relative to the best compared isomer or geometry (same formula, charge and spin): 1.434 eV
- E_HOMO (spin up / spin down): -22.88 / -22.89 eV
- ⟨S²⟩: 2.02

Each line ends with the Löwdin charge.
Geometry (Å):
Mo 0.201 0.065 -0.308  1.8695
C -1.539 -2.590 1.530  0.0325
C -0.817 -1.317 1.419  -0.2603
C -1.514 -0.067 1.235  -0.0518
C -0.871 1.184 1.468  -0.0610
C 0.516 1.232 1.751  -0.0772
C 1.253 0.022 1.813  -0.0479
C 0.609 -1.227 1.578  -0.0468
H -2.457 -2.472 2.125  0.1421
H -0.933 -3.377 1.993  0.1293
H -1.893 -2.993 0.564  0.1425
H -2.610 -0.079 1.192  0.1783
H -1.487 2.082 1.602  0.1740
H 0.961 2.157 2.143  0.1725
H 2.279 0.028 2.202  0.1746
H 1.176 -2.141 1.792  0.1768
N 1.010 1.711 -1.630  -0.0167
C 0.746 1.352 -3.062  -0.0488
C 0.520 -0.162 -3.194  -0.4065
O 0.555 -0.845 -4.132  0.3384
O 0.216 -0.546 -1.881  -0.1753
H 0.644 2.670 -1.487  0.1536
H 2.038 1.826 -1.532  0.1563
H 1.569 1.645 -3.738  0.1776
H -0.171 1.842 -3.443  0.1746

Forces on the atoms, in the same order (eV/Å):
0.245 0.733 0.834
-0.427 -0.918 -0.213
0.244 0.786 0.653
-0.127 -0.145 0.950
-0.192 -0.045 0.878
-0.001 0.165 0.797
-0.219 -0.033 0.726
-0.276 -0.028 0.975
0.196 0.196 -0.074
0.027 0.221 -0.112
0.132 0.180 0.073
0.339 0.000 -0.495
0.208 -0.178 -0.486
-0.030 -0.213 -0.612
-0.118 0.019 -0.524
-0.066 0.190 -0.537
0.373 0.690 -0.162
-0.059 -0.031 -0.957
1.022 2.082 -3.336
-0.226 -0.193 0.975
-0.716 -2.682 -0.294
0.104 -0.483 0.162
-0.527 -0.103 0.138
-0.250 -0.086 0.348
0.345 -0.123 0.291



Record 3
C4H4O | ωB97M-V/def2-TZVPD

Output
- Charge: 0
- Gap between HOMO and LUMO: 11.0014 eV
- Energy relative to the best compared isomer or geometry (same formula, charge and spin): 1.606 eV
- E_HOMO: -9.89 eV

Each line ends with the Löwdin charge.
Geometry (Å):
C -0.420 0.997 0.464  -0.0701
C -1.012 -1.349 -0.556  -0.0051
C 2.379 0.412 0.674  -0.0113
C -0.816 -0.135 -0.054  -0.1981
O 2.474 0.856 -0.349  0.0419
H -0.693 1.957 0.003  0.0725
H 0.116 0.949 1.441  0.0544
H -0.146 -1.687 -1.153  0.0633
H -1.881 -1.999 -0.470  0.0526

Forces on the atoms, in the same order (eV/Å):
-0.530 -0.078 0.507
1.122 1.327 -0.066
0.214 -0.355 0.655
-0.322 -1.338 -0.160
0.262 0.293 -0.734
0.370 -0.470 0.319
-0.611 0.339 -0.869
-0.690 -0.142 0.162
0.185 0.424 0.187



Record 4
C14H37NO7P2 | ωB97M-V/def2-TZVPD

Output
- Charge: 0
- Gap between HOMO and LUMO: 9.3074 eV
- Energy relative to the best compared isomer or geometry (same formula, charge and spin): 0.000 eV
- E_HOMO: -8.87 eV

Each line ends with the Löwdin charge.
Geometry (Å):
C -0.681 -5.175 2.611  -0.1328
N -0.821 -5.660 1.252  -0.1118
C -0.775 -4.647 0.218  -0.2500
C -1.976 -3.701 0.164  -0.6051
O -3.080 -4.310 -0.480  -0.1775
C -4.165 -4.634 0.379  -0.1664
C -4.945 -3.416 0.848  -0.2120
O -5.967 -3.160 -0.090  -0.1832
C -6.702 -1.976 0.154  -0.0996
P -1.556 -2.189 -0.866  0.9199
P -0.949 -0.943 0.825  0.2469
O -2.013 -0.585 1.776  -0.3285
O 0.261 -1.744 1.510  -0.1742
O -0.153 0.292 0.169  -0.1942
H 0.352 -4.863 2.781  0.0789
H -1.337 -4.329 2.867  0.0681
H -0.901 -5.980 3.309  0.0787
H -1.622 -6.266 1.145  0.0988
H -0.713 -5.139 -0.754  0.1216
H 0.144 -4.067 0.339  0.0992
H -2.255 -3.375 1.170  0.0853
H -3.816 -5.218 1.237  0.1189
H -4.828 -5.261 -0.214  0.1337
H -5.369 -3.599 1.845  0.1314
H -4.277 -2.548 0.927  0.1079
H -6.353 -1.462 1.054  0.0862
H -6.594 -1.299 -0.695  0.0855
H -7.758 -2.220 0.284  0.0845
H -2.848 -1.625 -0.832  -0.0660
H 0.143 -1.732 2.474  0.0905
H -0.560 0.547 -0.675  0.0684
C 0.954 2.734 1.956  -0.0870
C 1.306 3.968 2.766  -0.2751
O 2.678 4.325 2.713  -0.1579
C 3.201 4.590 1.424  -0.2812
C 2.507 5.722 0.687  -0.0800
H 1.557 1.880 2.268  0.0857
H -0.098 2.480 2.090  0.0768
H 1.118 2.886 0.888  0.0500
H 1.110 3.791 3.823  0.1184
H 0.675 4.812 2.461  0.1083
H 3.195 3.682 0.810  0.0920
H 4.246 4.849 1.600  0.1190
H 1.463 5.491 0.469  0.0658
H 3.010 5.903 -0.265  0.0737
H 2.538 6.640 1.274  0.0806
C 4.792 3.397 -4.263  -0.0804
C 3.386 2.888 -4.530  -0.2831
O 3.169 1.545 -4.134  -0.1582
C 3.360 1.263 -2.759  -0.2745
C 2.451 2.050 -1.831  -0.0821
H 5.530 2.761 -4.753  0.0815
H 4.894 4.411 -4.653  0.0764
H 5.022 3.430 -3.198  0.0646
H 3.187 2.892 -5.602  0.1182
H 2.648 3.552 -4.065  0.1062
H 4.408 1.412 -2.474  0.1094
H 3.152 0.198 -2.663  0.1202
H 2.639 3.124 -1.883  0.0635
H 2.610 1.733 -0.800  0.0699
H 1.404 1.878 -2.087  0.0764

Forces on the atoms, in the same order (eV/Å):
-0.033 0.069 -0.017
-0.013 -0.131 -0.004
-0.033 -0.001 -0.106
0.008 0.098 0.072
0.039 -0.223 0.024
-0.051 0.120 0.024
0.001 -0.029 -0.038
-0.011 -0.009 -0.083
0.066 0.031 0.048
0.137 -0.110 -0.126
0.090 0.124 0.018
0.050 -0.026 0.032
-0.111 0.129 0.186
-0.337 -0.155 -0.336
-0.005 0.038 0.000
0.003 -0.012 0.009
0.023 -0.042 0.009
-0.020 0.046 -0.028
0.009 0.006 -0.032
0.000 0.008 0.080
-0.002 -0.030 0.014
0.080 0.065 0.023
-0.053 -0.036 0.030
-0.046 -0.023 -0.023
0.021 -0.009 0.103
-0.002 0.006 -0.008
-0.018 0.010 0.002
-0.017 -0.010 -0.013
-0.048 0.049 0.011
0.049 -0.064 -0.181
0.239 0.104 0.278
0.055 0.008 -0.009
-0.024 -0.002 0.012
0.007 0.019 0.016
0.033 -0.019 -0.016
-0.025 0.011 0.033
-0.003 -0.001 -0.006
0.002 -0.004 0.028
-0.044 0.001 -0.005
-0.011 -0.001 -0.006
0.023 0.009 -0.019
-0.024 -0.004 0.012
-0.001 -0.002 -0.012
0.009 -0.017 -0.024
0.014 0.010 0.006
-0.007 -0.001 -0.003
0.014 -0.038 0.015
-0.005 0.026 -0.024
-0.017 -0.015 -0.011
0.022 -0.027 0.021
-0.042 0.030 0.000
0.001 0.001 0.006
0.003 -0.005 -0.018
-0.015 0.028 0.001
-0.002 0.012 0.004
0.005 -0.015 0.025
-0.004 0.026 -0.013
0.007 0.003 0.008
0.028 -0.005 0.029
-0.017 -0.028 -0.006
0.002 0.008 -0.009



Record 5
C24H22N3O2 | ωB97M-V/def2-TZVPD

Output
- Charge: +1
- Gap between HOMO and LUMO: 5.6424 eV
- E_HOMO: -10.99 eV

Each line ends with the Löwdin charge.
Geometry (Å):
C 6.332 -2.603 -1.396  -0.0416
C 4.999 -1.898 -1.210  -0.2457
C 4.984 -0.498 -1.167  -0.0229
C 3.776 0.153 -0.957  -0.0897
C 2.598 -0.572 -0.743  -0.2290
C 1.341 0.217 -0.658  -0.1750
C 0.127 -0.521 -0.765  -0.0918
C -1.088 0.095 -0.688  -0.0185
C -2.335 -0.584 -0.948  -0.2130
C -3.533 0.166 -1.104  -0.0227
C -4.746 -0.480 -1.268  -0.0306
C -4.799 -1.887 -1.298  -0.2644
C -6.120 -2.571 -1.375  -0.0514
C -3.617 -2.638 -1.251  -0.0300
C -2.384 -2.012 -1.099  -0.0053
C 2.630 -1.991 -0.698  0.0023
C 3.836 -2.655 -0.986  -0.0087
H 6.191 -3.685 -1.433  0.0777
H 6.866 -2.309 -2.308  0.0896
H 6.990 -2.365 -0.553  0.0907
H 5.876 0.089 -1.344  0.1230
H 3.714 1.238 -1.071  0.1074
H 1.327 1.225 -1.279  0.1881
H 0.168 -1.603 -0.944  0.0933
H -1.106 1.164 -0.469  0.1215
H -3.453 1.269 -1.062  0.1225
H -5.672 0.106 -1.354  0.1268
H -5.984 -3.654 -1.380  0.0773
H -6.755 -2.333 -0.513  0.0924
H -6.692 -2.291 -2.268  0.0929
H -3.683 -3.731 -1.315  0.1204
H -1.473 -2.611 -1.052  0.1032
H 1.741 -2.621 -0.523  0.1149
H 3.871 -3.746 -1.069  0.1229
C 1.410 1.001 0.953  -0.1279
N 2.728 1.578 1.116  0.1008
N 3.864 1.639 1.317  0.4237
C 0.441 1.895 1.634  -0.1982
C -0.633 1.385 2.459  0.0091
C -1.494 2.276 3.125  0.0381
C -1.392 3.683 2.915  -0.1322
N -2.551 4.472 3.169  -0.3105
O -2.578 5.665 2.793  0.0852
O -3.521 3.901 3.731  0.0710
C -0.331 4.194 2.135  0.0367
C 0.585 3.309 1.532  -0.0131
H 1.375 -0.045 1.364  0.1836
H -0.716 0.276 2.597  0.1377
H -2.308 1.916 3.744  0.1237
H -0.268 5.264 1.963  0.1269
H 1.460 3.726 1.005  0.1189

Forces on the atoms, in the same order (eV/Å):
-0.118 -0.051 -0.068
0.757 -0.430 0.211
-0.811 -0.279 0.026
0.170 -0.459 -0.783
0.202 -0.375 -0.302
1.064 3.741 -0.460
-2.590 -0.180 0.250
1.287 -0.663 -0.484
-1.082 -1.027 -0.387
0.942 -0.075 0.403
-0.011 -0.216 -0.023
0.087 0.588 -0.054
-0.510 -0.374 -0.021
0.223 0.189 0.031
-0.501 1.144 0.315
0.454 0.021 -0.406
-0.244 1.101 0.099
0.074 0.116 0.050
-0.265 0.084 0.142
-0.107 -0.106 -0.123
0.115 -0.173 -0.020
0.117 -0.407 -0.146
0.266 -2.295 0.784
0.082 0.785 0.064
-0.182 -0.154 -0.212
-0.225 -0.733 0.009
0.448 -0.346 0.034
-0.098 0.048 -0.071
0.174 0.051 -0.098
0.200 -0.016 0.119
0.079 0.490 0.009
-0.402 0.171 0.032
0.534 0.631 -0.079
-0.016 0.434 0.191
-0.159 -1.928 0.036
6.671 -1.223 2.446
-7.209 0.206 -1.446
-1.855 1.623 0.842
1.224 0.165 -0.302
0.365 0.472 -0.746
1.693 -2.252 -1.819
-3.122 2.019 1.238
0.422 -2.547 0.702
2.167 1.230 -1.180
-0.374 -0.641 0.199
-0.171 -0.501 0.457
0.848 1.266 0.643
-0.096 1.233 -0.093
0.125 -0.049 -0.163
0.022 -0.188 0.046
-0.661 -0.123 0.110